Density functional theory data (the ωB97M-V functional and the def2-TZVPD basis) for a cluster of 10 separate species, C67H70ClF9NO3PS3Si in total.

Values from the calculation:
Highest occupied orbital energy: -8.258 eV
Total charge: 0
Gap between HOMO and LUMO: 8.1 eV
Maximum force: 0.0650 hartree/bohr

```
156
Properties=species:S:1:pos:R:3:forces:R:3:mulliken_charge:R:1
Cl 0.508 -2.444 -1.497 0.0 0.0 0.2 -0.171
S -4.838 0.043 3.109 0.0 0.2 -0.2 -0.233
S 4.721 -3.342 1.190 -0.1 0.1 0.0 -0.393
S -2.719 -1.772 2.402 -0.1 0.1 -0.1 -0.066
P 2.774 -3.490 0.978 0.7 -0.1 0.0 0.543
Si 1.894 -1.705 -0.128 -0.1 0.3 0.0 0.016
F -5.448 -2.732 10.002 0.0 0.0 0.0 -0.324
F -4.158 6.718 -0.371 0.0 -0.1 0.1 -0.230
F 1.224 5.740 -2.778 0.0 0.0 -0.1 -0.340
F -0.956 -5.218 3.274 0.0 0.1 -0.1 -0.263
F 14.203 2.952 1.148 0.0 0.0 0.0 -0.320
F -4.953 -0.235 -3.148 0.0 0.0 0.0 -0.294
F 1.736 -5.802 -1.600 0.0 0.0 -0.1 -0.160
F -4.425 -5.221 -7.659 0.0 -0.1 0.0 -0.326
F 1.839 2.617 1.721 0.2 -0.1 0.1 -0.165
O 6.820 -0.161 1.709 0.6 -2.6 2.1 -0.483
O 5.730 0.619 -0.044 -0.7 0.2 -0.4 -0.359
O -1.755 2.970 0.246 0.0 -0.3 0.0 -0.307
N -2.750 0.790 1.521 -0.2 0.3 0.1 0.756
C -2.182 8.005 -2.996 0.0 0.0 0.0 -0.671
C -1.070 -5.693 4.535 0.0 -0.1 0.1 0.492
C -2.270 6.631 -2.815 0.1 0.1 -0.1 -0.266
C 3.873 -9.154 -2.593 0.0 0.0 0.0 -0.631
C -4.446 -4.527 -8.817 0.0 0.1 -0.1 0.457
C 3.255 -0.900 -1.126 0.3 0.3 -0.1 -0.805
C 2.691 -8.862 -3.259 0.0 0.0 0.0 -0.330
C 2.441 -6.910 -1.928 0.1 0.0 0.0 0.676
C -3.248 -4.125 -9.373 0.1 0.0 0.0 -0.457
C -0.939 8.613 -3.107 0.0 -0.1 0.0 -0.379
C -2.392 -6.064 6.478 0.1 0.0 0.0 -0.079
C -3.317 -3.815 -4.300 0.0 0.0 0.0 -0.895
C -5.273 -2.534 8.678 0.0 0.0 -0.1 0.353
C -6.286 9.627 -0.510 0.0 0.0 0.0 -0.399
C 11.966 0.553 2.652 0.0 0.0 -0.1 -0.264
C 2.640 5.710 0.045 0.1 0.1 0.1 -0.569
C 3.052 5.952 2.403 0.0 0.0 -0.1 -0.421
C 7.297 2.060 1.119 0.2 0.6 0.0 -0.905
C -5.137 8.850 -0.483 0.1 0.1 0.0 -0.436
C -1.302 -6.660 7.097 0.0 0.0 0.0 -0.689
C 3.473 0.610 -0.860 0.1 -0.1 -0.1 -0.607
C -4.755 -1.076 6.869 0.0 0.0 0.0 -0.145
C -5.665 -4.241 -9.399 -0.1 0.0 0.0 -0.471
C -4.418 -1.417 -3.528 0.0 -0.1 0.0 0.448
C -1.448 2.913 1.626 0.3 -0.1 0.4 0.311
C -5.057 -2.161 -4.499 -0.1 0.0 0.0 -0.740
C -6.504 6.860 -0.321 0.0 -0.1 0.0 -0.533
C 2.651 4.640 2.617 0.0 0.0 0.1 -0.745
C 1.961 -7.729 -2.928 -0.1 0.0 0.0 -0.678
C -2.280 -5.570 5.186 -0.1 0.1 -0.1 -0.406
C 1.081 -0.591 1.150 -0.1 -0.2 0.2 -0.137
C -4.495 -3.370 -4.886 0.0 0.0 0.1 -0.142
C 3.040 6.490 1.123 0.0 0.0 0.0 -0.634
C -4.941 -1.271 8.231 0.0 0.1 0.0 -0.525
C -1.248 -1.750 1.347 0.3 -0.1 -0.1 -0.597
C -3.594 1.335 0.436 0.0 0.0 -0.3 -0.424
C 13.022 1.441 2.506 0.0 0.0 0.1 -0.470
C -7.644 7.651 -0.345 0.0 0.0 0.0 -0.341
C 6.611 0.729 0.993 -0.1 2.2 -1.4 0.712
C 0.018 -1.252 2.068 0.1 0.3 -0.1 -0.843
C 0.029 -6.285 5.124 0.1 0.0 0.0 -0.615
C -5.679 -3.523 -10.586 0.1 0.0 0.0 -0.265
C -7.539 9.032 -0.441 0.0 0.0 0.0 -0.580
C -5.248 -3.389 6.459 0.1 0.0 0.0 -0.433
C 2.250 4.394 0.242 -0.1 -0.1 -0.1 0.219
C 4.332 -8.309 -1.591 0.0 0.0 0.0 -0.397
C -4.489 -3.109 -11.170 0.0 0.0 0.0 -0.555
C -1.119 5.861 -2.750 0.0 -0.1 0.0 -0.485
C -4.911 -2.131 5.981 0.0 -0.1 0.0 -0.143
C 11.280 0.977 0.388 0.0 0.0 0.1 -0.322
C -3.278 -3.411 -10.562 -0.1 0.0 0.0 -0.285
C -2.239 1.847 2.411 0.2 0.0 0.2 -1.019
C 0.222 7.855 -3.035 0.1 0.0 0.0 -0.526
C -3.444 -0.192 2.295 0.3 -0.3 -0.1 -0.278
C 13.181 2.085 1.295 -0.1 -0.1 0.0 0.401
C 12.329 1.872 0.230 0.0 0.0 -0.1 -0.454
C -2.699 -3.048 -3.323 0.0 -0.1 0.0 -0.099
C -0.095 -6.768 6.419 0.0 0.0 0.0 -0.286
C -5.272 7.479 -0.391 -0.1 0.1 0.0 0.497
C -5.425 -3.604 7.819 0.0 -0.1 0.0 -0.570
C 2.258 3.892 1.526 0.0 0.1 0.0 0.027
C 0.103 6.492 -2.859 -0.1 0.0 0.1 0.571
C 4.371 0.901 0.339 -0.2 0.0 -0.2 -0.410
C 11.095 0.318 1.597 -0.1 0.0 0.0 -0.616
C 3.615 -7.171 -1.250 0.0 0.1 0.0 -0.353
C -3.117 2.726 -0.025 -0.3 0.1 -0.1 -0.507
C -3.248 -1.837 -2.931 0.0 0.1 0.1 -0.181
H -4.489 -0.094 6.498 0.0 0.0 0.0 0.368
H -6.578 -4.578 -8.928 0.0 0.0 0.0 0.417
H -4.506 -2.550 -12.096 0.0 0.0 0.0 0.372
H -2.775 -1.224 -2.176 0.0 0.0 0.0 0.379
H 0.959 -6.363 4.576 0.0 0.0 0.0 0.449
H 7.089 2.467 2.117 0.0 -0.1 -0.2 0.291
H -0.284 -0.517 2.824 0.1 -0.1 -0.1 0.278
H 11.822 0.043 3.596 0.0 0.0 0.0 0.370
H -5.366 -4.213 5.765 0.0 0.0 0.0 0.486
H -1.544 1.375 3.123 -0.3 0.1 -0.1 0.407
H 2.101 -3.626 2.208 -0.3 -0.1 -0.2 -0.054
H -3.335 -5.977 7.002 0.0 0.0 0.0 0.305
H -1.392 -7.040 8.106 0.0 0.0 0.0 0.377
H -8.618 7.184 -0.288 0.0 0.0 0.0 0.360
H -1.160 4.789 -2.609 0.0 0.0 0.0 0.436
H -3.237 6.156 -2.725 0.0 0.0 0.0 0.346
H 10.273 -0.376 1.717 0.0 0.0 0.0 0.442
H -4.150 9.291 -0.528 0.0 0.0 0.0 0.497
H -5.676 -4.579 8.215 0.0 0.0 0.0 0.453
H -1.614 3.892 2.110 0.0 -0.1 -0.2 0.363
H -0.376 2.689 1.704 -0.4 0.1 -0.2 -0.453
H 6.983 2.783 0.363 0.0 -0.2 0.1 0.329
H 1.202 8.306 -3.115 0.0 0.0 0.0 0.436
H 10.605 0.793 -0.437 0.0 0.0 0.0 0.410
H -3.113 -5.094 4.686 0.0 0.0 0.0 0.363
H 1.923 3.774 -0.582 0.0 0.0 0.0 0.583
H -5.975 -1.795 -4.940 0.0 0.0 0.0 0.428
H -4.767 -1.970 4.922 0.0 0.0 0.0 0.022
H -3.083 8.602 -3.052 0.0 0.0 0.0 0.505
H -2.883 -4.758 -4.607 0.0 0.0 0.0 0.435
H 3.964 -6.492 -0.481 0.0 0.0 0.0 0.336
H -4.975 -3.964 -5.651 0.0 0.0 0.0 0.401
H 2.333 -9.517 -4.042 0.0 0.0 0.0 0.355
H -3.538 0.641 -0.411 0.0 0.0 0.2 0.002
H 1.035 -7.482 -3.429 0.0 0.0 0.0 0.441
H -6.561 5.782 -0.250 0.0 0.0 0.0 0.437
H -4.831 -0.462 8.941 0.0 0.0 0.0 0.420
H 0.758 -7.231 6.899 0.0 0.0 0.0 0.361
H -2.318 -4.368 -8.878 0.0 0.0 0.0 0.415
H -6.201 10.704 -0.584 0.0 0.0 0.0 0.355
H -1.448 -1.163 0.447 -0.1 0.0 0.2 0.213
H 3.364 6.558 3.244 0.0 0.0 0.0 0.394
H 4.215 -1.416 -0.966 -0.3 0.0 0.0 0.446
H 8.385 1.921 1.063 -0.3 0.0 0.0 0.180
H 2.515 1.137 -0.736 0.2 -0.1 0.0 0.072
H 2.636 4.202 3.606 0.0 0.0 0.0 0.451
H 13.715 1.637 3.313 0.0 0.0 0.0 0.408
H 3.335 7.519 0.966 0.0 0.0 0.0 0.393
H -1.782 -3.388 -2.858 0.0 0.0 0.0 0.267
H 5.255 -8.532 -1.072 0.0 0.0 0.0 0.375
H -2.349 -3.090 -11.015 0.0 0.0 0.0 0.350
H -3.234 2.778 -1.116 0.1 0.1 0.3 0.348
H -8.431 9.643 -0.460 0.0 0.0 0.0 0.373
H 0.679 0.326 0.691 0.0 -0.2 0.0 0.148
H 4.275 1.960 0.623 0.1 -0.2 0.0 0.379
H 4.111 0.277 1.208 0.0 0.1 -0.2 0.301
H -0.869 9.684 -3.251 0.0 0.0 0.0 0.370
H 0.495 -2.079 2.610 -0.3 0.1 0.0 0.413
H 4.438 -10.039 -2.855 0.0 0.0 0.0 0.364
H -1.142 -2.803 1.053 0.0 0.3 0.0 0.472
H -4.648 1.403 0.739 0.2 0.0 0.0 0.326
H 1.907 -0.265 1.804 -0.1 0.0 -0.2 0.258
H 3.960 1.047 -1.745 -0.1 0.0 0.3 0.554
H -3.760 3.515 0.403 0.3 -0.1 0.1 0.276
H 2.613 6.130 -0.949 0.0 0.0 0.0 0.463
H 12.489 2.401 -0.700 0.0 0.0 0.0 0.414
H 2.374 -4.616 0.243 -0.3 -0.1 0.2 -0.120
H -6.625 -3.287 -11.056 0.0 0.0 0.0 0.352
H 2.994 -1.037 -2.186 0.0 -0.1 0.2 0.414
H -3.044 2.297 3.015 0.0 -0.1 -0.3 0.389
```
Forces are in eV/Å.